ORCA calculation (wB97M-V/def2-TZVPD) on C43H47MnN6O2P2 as an isolated structure in a non-equilibrium geometry.

Geometry as XYZ:
```
101
Properties=species:S:1:pos:R:3:mulliken_spin:R:1
Mn -18.207 -8.390 8.676 3.879
C -18.956 -5.717 10.096 0.033
N -19.081 -7.220 10.184 -0.091
C -18.388 -7.584 11.467 0.015
C -20.543 -7.513 10.247 0.034
C -20.671 -8.982 9.926 0.039
N -20.063 -9.267 8.630 -0.149
C -20.890 -8.609 7.538 0.050
C -20.069 -10.773 8.405 0.070
H -19.576 -5.279 10.871 -0.003
H -19.325 -5.375 9.156 -0.005
H -17.963 -5.364 10.245 -0.001
H -18.639 -6.926 12.266 0.004
H -17.327 -7.531 11.363 0.052
H -18.648 -8.579 11.797 -0.042
H -21.132 -6.915 9.561 -0.002
H -20.908 -7.326 11.231 -0.002
H -21.732 -9.288 9.825 -0.002
H -20.214 -9.593 10.706 -0.013
H -21.930 -8.576 7.831 0.005
H -20.836 -9.244 6.609 0.001
H -20.505 -7.616 7.282 -0.007
H -21.103 -11.161 8.394 -0.002
H -19.512 -11.229 9.226 -0.013
H -19.572 -10.995 7.472 -0.008
O -18.167 -6.449 7.350 0.063
C -17.043 -6.350 7.890 0.027
N -16.664 -7.312 8.729 -0.125
C -15.360 -7.129 9.205 0.025
O -14.760 -7.975 9.799 0.014
C -14.984 -5.788 8.682 -0.002
C -13.835 -5.105 8.945 -0.003
C -13.692 -3.917 8.254 0.004
C -14.623 -3.501 7.292 0.002
C -15.790 -4.185 7.091 0.002
C -15.978 -5.340 7.844 0.002
H -13.133 -5.449 9.687 0.000
H -12.861 -3.280 8.456 0.000
H -14.429 -2.634 6.727 0.000
H -16.559 -3.844 6.422 0.000
C -15.834 -10.772 11.945 0.000
P -16.954 -10.929 10.442 0.118
C -18.234 -12.135 10.980 0.003
C -18.403 -13.437 10.542 0.005
C -19.521 -14.197 10.856 0.000
C -20.491 -13.703 11.724 0.002
C -20.322 -12.423 12.199 -0.003
C -19.235 -11.642 11.842 0.011
C -15.933 -11.879 9.297 0.001
C -16.561 -12.612 8.281 0.009
C -15.796 -13.291 7.334 -0.003
C -14.436 -13.293 7.407 0.003
C -13.805 -12.490 8.366 -0.001
C -14.530 -11.784 9.281 0.007
P -16.305 -9.631 13.364 -0.001
C -15.520 -10.376 14.859 -0.001
C -15.297 -9.448 15.865 0.000
C -14.873 -9.853 17.091 0.000
C -14.609 -11.229 17.319 0.000
C -14.838 -12.197 16.329 0.000
C -15.303 -11.747 15.079 0.001
C -15.015 -8.340 13.065 0.000
C -13.661 -8.666 12.919 0.001
C -12.735 -7.700 12.632 0.000
C -13.184 -6.416 12.439 0.001
C -14.497 -6.020 12.651 0.000
C -15.414 -7.013 13.041 0.001
H -14.837 -10.488 11.592 0.000
H -15.677 -11.763 12.359 0.002
H -17.659 -13.987 9.997 0.000
H -19.594 -15.188 10.514 0.000
H -21.361 -14.298 12.019 0.000
H -20.984 -12.050 13.009 0.000
H -19.079 -10.666 12.308 0.005
H -17.646 -12.706 8.151 0.002
H -16.251 -13.868 6.536 0.000
H -13.853 -13.883 6.687 0.000
H -12.744 -12.428 8.332 0.000
H -13.945 -11.236 9.985 0.001
H -15.445 -8.409 15.610 0.000
H -14.641 -9.140 17.869 0.000
H -14.215 -11.433 18.299 0.000
H -14.669 -13.246 16.540 0.000
H -15.547 -12.496 14.355 -0.001
H -13.367 -9.697 13.126 0.000
H -11.672 -7.888 12.643 0.000
H -12.440 -5.612 12.190 0.000
H -14.763 -4.940 12.594 0.000
H -16.432 -6.713 13.319 -0.001
N -14.110 -10.265 5.930 -0.001
C -15.430 -10.026 5.856 0.004
C -16.086 -9.601 7.044 -0.016
N -17.360 -9.331 6.971 -0.012
C -17.973 -9.361 5.780 0.056
C -17.268 -9.788 4.659 -0.004
N -15.994 -10.109 4.674 0.006
H -13.725 -10.564 6.777 0.000
H -13.709 -10.714 5.114 0.000
H -15.570 -9.532 8.003 -0.033
H -19.004 -9.033 5.727 -0.006
H -17.791 -9.850 3.684 -0.001
```

## Properties
- LUMO level (spin up / spin down) (eV) = -7.281 / -6.290
- HOMO-LUMO gap (spin up / spin down) (eV) = 5.13 / 6.12
- maximum force (Eh/bohr) = 0.0504
- E_HOMO (spin up / spin down) (eV) = -12.407 / -12.407
- charge = +2
- 2S+1 = 5
- M (g mol⁻¹) = 796.78